Here is 2 unconnected molecules or ions with the total composition C4H10NS2 in a non-equilibrium geometry from OMol25. Energies are from ωB97M-V with the def2-TZVPD basis set.

Values from the calculation:
molecular weight: 136.27 g/mol
F_max: 4.02 eV/Å
gap between HOMO and LUMO: 8.5 eV
energy relative to the best compared isomer or geometry (same formula, charge and spin): 326.3 kJ/mol
lowest unoccupied orbital energy: -3.738 eV
highest occupied orbital energy: -12.29 eV
E_tot: -27460.1454 eV

Structure (ORCA input):
```
! wB97M-V def2-TZVPD RIJCOSX def2/J DEFGRID3
* xyz 1 1
S 1.4116 0.9469 -1.5951
S -0.6503 2.0095 0.5618
N 2.1877 -1.1535 0.3601
C -2.1592 -0.2980 -0.3847
C 1.0376 -1.1079 0.9886
C 0.2185 0.6295 -0.3817
C -1.1896 0.7542 -0.7435
H -1.5989 1.4245 -1.5880
H -1.8398 -0.7578 0.6235
H -2.1277 -1.0170 -1.1352
H -0.4875 1.4966 1.7430
H 1.0203 -0.5056 1.8546
H 0.1886 -1.6419 0.6510
H -3.2579 0.1025 -0.3084
H 2.2298 1.2310 -0.6943
H 2.9254 -0.5283 0.5766
H 2.0915 -1.5848 -0.5282
*
```

Atomic partial charges in e from the Löwdin method, atoms 1 to 4:
1 S 0.8530
2 S 1.0338
3 N 0.0588
4 C -0.0993

=====

Here is a gas-phase ion, C4H10NS3 (charge +1) in a non-equilibrium geometry from OMol25. Energies are from ωB97M-V with the def2-TZVPD basis set.

Values from the calculation:
molecular weight: 168.33 g/mol
F_max: 4.34 eV/Å
gap between HOMO and LUMO: 7.3 eV
energy relative to the best compared isomer or geometry (same formula, charge and spin): 322.0 kJ/mol
lowest unoccupied orbital energy: -3.782 eV
highest occupied orbital energy: -11.05 eV
E_tot: -38294.8471 eV

Structure (ORCA input):
```
! wB97M-V def2-TZVPD RIJCOSX def2/J DEFGRID3
* xyz 1 1
S -2.7916 -1.1802 0.1640
S 4.1224 -0.8592 -0.3689
S 1.4970 -0.0426 0.7514
N -1.0637 0.8432 -0.4070
C -0.3822 -0.3749 -0.0926
C -2.6578 0.5462 -0.1011
C -1.1459 -1.0744 1.0900
C 3.1472 0.2636 0.5177
H -2.8557 1.1237 0.8132
H -0.2109 -0.8349 -0.9989
H 3.4528 1.3995 0.2645
H 1.4438 -1.4422 0.6884
H -0.7405 1.5434 0.2462
H -0.6586 -1.9727 1.3519
H -3.2919 0.9840 -0.8922
H -0.7758 1.1851 -1.3211
H 4.9431 0.0888 -1.0065
H -1.2578 -0.4051 1.9031
*
```

Atomic partial charges in e from the Löwdin method, atoms 1 to 4:
1 S 0.9272
2 S 0.6955
3 S 0.8407
4 N 0.0029

=====

Here is a molecular structure, C4H10NaS2 in a non-equilibrium geometry from OMol25. Energies are from ωB97M-V with the def2-TZVPD basis set.

Values from the calculation:
molecular weight: 145.25 g/mol
F_max: 1.88 eV/Å
gap between HOMO and LUMO: 9.5 eV
lowest unoccupied orbital energy: -4.051 eV
highest occupied orbital energy: -13.58 eV
E_tot: -30391.9995 eV

Structure (ORCA input):
```
! wB97M-V def2-TZVPD RIJCOSX def2/J DEFGRID3
* xyz 1 1
S 0.7479 0.7041 1.1905
S 1.2498 -0.9712 0.1380
Na 2.3259 -0.7698 2.3285
C 1.6075 -0.3180 -1.5228
C -1.7082 -0.4500 1.8724
C 0.4164 0.3074 -2.2295
C -1.0726 0.7111 1.1248
H 2.4460 0.3996 -1.4360
H -2.8077 -0.3862 1.8125
H 0.0639 1.1905 -1.6704
H -0.4146 -0.4136 -2.3087
H -1.3869 -1.4086 1.4315
H -1.4123 -0.4347 2.9349
H 0.7037 0.6260 -3.2457
H -1.3444 1.6811 1.5838
H 1.9794 -1.2057 -2.0696
H -1.3939 0.7381 0.0658
*
```

Atomic partial charges in e from the Löwdin method, atoms 1 to 4:
1 S 0.5687
2 S 0.5648
3 Na 0.4736
4 C -0.5562

=====

Here is 2 unconnected molecules or ions with the total composition C4H10O in a non-equilibrium geometry from OMol25. Energies are from ωB97M-V with the def2-TZVPD basis set.

Values from the calculation:
SMILES: C=CO.CC
molecular weight: 74.12 g/mol
F_max: 2.91 eV/Å
gap between HOMO and LUMO: 10.1 eV
energy relative to the best compared isomer or geometry (same formula, charge and spin): 221.2 kJ/mol
lowest unoccupied orbital energy: 0.910 eV
highest occupied orbital energy: -9.23 eV
E_tot: -6355.5103 eV

Structure (ORCA input):
```
! wB97M-V def2-TZVPD RIJCOSX def2/J DEFGRID3
* xyz 0 1
O 5.1806 -0.2966 -0.7166
C 3.0224 0.5448 -1.4763
C 4.3632 0.2859 -1.6320
C -4.2210 -0.1500 1.5843
C -2.7646 -0.5874 0.8615
H 5.9387 0.2042 -0.4360
H 2.4578 0.1392 -0.5943
H -4.9656 0.2526 0.7971
H -1.9808 -1.1844 1.4598
H 4.9380 0.7181 -2.4461
H 2.3363 1.0539 -2.1405
H -3.0724 -1.1539 -0.0544
H -2.3247 0.4262 0.5080
H -4.7498 -0.9700 2.0805
H -4.1581 0.7176 2.2050
*
```

Atomic partial charges in e from the Löwdin method, atoms 1 to 4:
1 O -0.0248
2 C 0.0154
3 C -0.2824
4 C -0.1556

=====

Here is C4H10O in the gas phase in a non-equilibrium geometry from OMol25. Energies are from ωB97M-V with the def2-TZVPD basis set.

Values from the calculation:
SMILES: CCOCC
molecular weight: 74.12 g/mol
F_max: 1.12 eV/Å
gap between HOMO and LUMO: 10.9 eV
energy relative to the best compared isomer or geometry (same formula, charge and spin): 61.6 kJ/mol
lowest unoccupied orbital energy: 1.199 eV
highest occupied orbital energy: -9.72 eV
E_tot: -6357.1647 eV

Structure (ORCA input):
```
! wB97M-V def2-TZVPD RIJCOSX def2/J DEFGRID3
* xyz 0 1
O 0.5576 -0.5113 -0.2745
C 0.6051 0.5828 -1.1758
C 0.2169 -1.3253 1.9299
C -0.7424 0.8871 -1.7881
C 0.0537 -0.1552 0.9922
H -0.6899 1.7149 -2.4935
H 1.0556 1.4514 -0.6625
H 1.2459 -1.6536 1.9711
H -1.0906 -0.0040 -2.3385
H -1.5233 1.0819 -1.0174
H -1.0213 0.1117 0.8896
H 0.5603 0.7449 1.3978
H 1.2814 0.2937 -1.9753
H -0.1388 -1.0247 2.9401
H -0.3704 -2.1944 1.6047
*
```

Atomic partial charges in e from the Löwdin method, atoms 1 to 4:
1 O -0.1615
2 C -0.2881
3 C -0.0822
4 C -0.0858

=====

Here is 2 unconnected molecules or ions with the total composition C4H10O from OMol25. Energies are from ωB97M-V with the def2-TZVPD basis set.

Values from the calculation:
molecular weight: 74.12 g/mol
F_max: 0.45 eV/Å
gap between HOMO and LUMO: 9.4 eV
energy relative to the best compared isomer or geometry (same formula, charge and spin): 266.8 kJ/mol
lowest unoccupied orbital energy: 0.882 eV
highest occupied orbital energy: -8.53 eV
E_tot: -6355.0377 eV

Structure (ORCA input):
```
! wB97M-V def2-TZVPD RIJCOSX def2/J DEFGRID3
* xyz 0 1
O -0.0597 1.4408 1.9036
C 2.0815 -0.0773 -0.3493
C 0.1285 1.0480 0.6596
C 0.9673 -0.2004 0.6932
C -2.2495 -0.5750 -1.0091
H -0.6025 2.2436 1.8724
H -1.9592 -1.4207 -0.3779
H 2.7041 -0.9765 -0.3709
H -1.5348 0.2424 -0.8739
H 2.7283 0.7773 -0.1252
H 1.6545 0.0800 -1.3445
H -2.2609 -0.8926 -2.0543
H 1.3560 -0.4334 1.6949
H 0.2933 -1.0186 0.3981
H -3.2471 -0.2377 -0.7168
*
```

Atomic partial charges in e from the Löwdin method, atoms 1 to 4:
1 O 0.0172
2 C -0.1203
3 C -0.1021
4 C -0.2890

=====

Here is 3 unconnected molecules or ions with the total composition C4H10O from OMol25. Energies are from ωB97M-V with the def2-TZVPD basis set.

Values from the calculation:
SMILES: [H][H].CC=O.C=C
molecular weight: 74.12 g/mol
F_max: 0.52 eV/Å
gap between HOMO and LUMO: 10.9 eV
energy relative to the best compared isomer or geometry (same formula, charge and spin): 246.9 kJ/mol
lowest unoccupied orbital energy: 1.041 eV
highest occupied orbital energy: -9.81 eV
E_tot: -6355.2436 eV

Structure (ORCA input):
```
! wB97M-V def2-TZVPD RIJCOSX def2/J DEFGRID3
* xyz 0 1
O -0.9929 1.1242 1.2192
C -1.1356 0.6832 0.1024
C -2.1018 -0.4299 -0.2034
C 1.0622 -1.1508 -0.1135
C 2.0645 -0.3159 -0.3586
H 0.9327 1.9341 1.0735
H 0.8105 -1.4610 0.8981
H -0.5880 1.1183 -0.7589
H -1.8289 -0.9935 -1.0992
H 0.4405 -1.5442 -0.9141
H 2.2882 0.0368 -1.3626
H -2.1797 -1.0937 0.6614
H 2.6912 0.0687 0.4397
H -3.0822 0.0293 -0.3732
H 1.6192 1.9944 0.7890
*
```

Atomic partial charges in e from the Löwdin method, atoms 1 to 4:
1 O -0.0191
2 C -0.3722
3 C -0.0652
4 C -0.1040

=====

Which formula does entry 5 have? C4H10O